107
Properties=species:S:1:pos:R:3 method="wB97M-V/def2-TZVPD" e_lumo_ev=-1.61 orbital_gap_ev=2.21 largest_force_ha_per_bohr=0.1071
Zr 0.607 -0.754 4.400
C -1.152 -7.992 0.713
C -2.451 -7.127 0.779
C -3.602 -7.946 0.196
O -4.692 -7.024 -0.122
C -5.737 -7.034 0.777
N -2.745 -6.642 2.242
H -3.624 -6.144 2.226
H -2.874 -7.344 2.957
H -2.016 -6.134 2.723
H -0.928 -8.739 1.475
H -0.324 -7.285 0.664
H -1.008 -8.521 -0.228
H -2.277 -6.315 0.073
H -3.827 -8.774 0.868
H -3.105 -8.552 -0.562
H -6.679 -6.761 0.300
H -5.624 -6.455 1.694
H -5.927 -8.050 1.123
C 3.544 -1.879 -6.089
C 2.245 -0.985 -5.936
C 1.618 -0.701 -7.360
O 0.355 -0.012 -7.161
C -0.301 0.222 -8.343
N 1.172 -1.649 -5.030
H 0.740 -2.430 -5.502
H 1.589 -1.939 -4.157
H 0.432 -1.014 -4.765
H 3.258 -2.908 -6.308
H 4.115 -1.941 -5.162
H 4.135 -1.417 -6.879
H 2.442 -0.043 -5.424
H 1.523 -1.624 -7.932
H 2.360 -0.159 -7.946
H -1.104 -0.483 -8.557
H 0.310 0.166 -9.244
H -0.617 1.264 -8.296
P -0.859 0.286 0.845
O -1.711 0.130 2.151
O -0.365 -1.120 1.155
O 0.369 0.879 1.517
O -1.208 0.503 -0.636
P 0.696 -3.075 7.561
O 0.428 -3.880 8.822
O 0.583 -3.541 6.053
O 1.852 -2.040 7.124
O -0.391 -1.978 7.263
O 0.331 8.178 -3.365
S 1.105 6.924 -3.436
O 2.067 6.612 -4.604
O 1.980 6.802 -2.053
C 2.802 5.684 -1.961
C 3.769 5.951 -0.724
C -0.028 5.405 -3.229
H 3.571 5.603 -2.729
H 2.208 4.777 -1.854
H 4.351 6.785 -1.116
H 4.485 5.133 -0.647
H 3.163 6.245 0.133
H -0.361 5.313 -2.195
H 0.657 4.595 -3.477
H -0.868 5.534 -3.912
O 0.918 4.348 5.769
S 0.548 5.773 5.981
O -0.174 6.245 7.164
O 1.998 6.643 5.811
C 1.825 8.069 5.905
C 3.274 8.770 5.807
C -0.289 6.279 4.448
H 1.313 8.274 6.845
H 1.248 8.466 5.069
H 3.836 8.802 4.874
H 4.011 8.272 6.437
H 3.369 9.784 6.197
H -0.866 5.422 4.100
H 0.618 6.394 3.855
H -0.749 7.259 4.580
O -9.190 0.151 -1.870
S -8.173 0.677 -2.803
O -8.516 0.616 -4.189
O -7.972 2.291 -2.481
C -7.498 2.851 -1.307
C -7.706 4.352 -1.259
C -6.551 -0.007 -2.344
H -6.440 2.593 -1.261
H -7.977 2.375 -0.451
H -8.766 4.584 -1.358
H -7.119 4.788 -2.068
H -7.380 4.893 -0.370
H -6.616 -1.089 -2.230
H -6.258 0.435 -1.392
H -5.946 0.389 -3.160
O 5.254 -4.088 0.431
S 5.707 -3.468 1.658
O 4.692 -3.025 2.641
O 6.850 -4.466 2.360
C 6.509 -5.789 2.754
C 5.919 -5.702 4.116
C 6.741 -1.985 1.212
H 7.370 -6.455 2.817
H 5.838 -6.279 2.049
H 6.291 -4.768 4.538
H 6.046 -6.541 4.800
H 4.840 -5.571 4.028
H 6.872 -1.293 2.043
H 6.159 -1.438 0.471
H 7.691 -2.409 0.888



88
Properties=species:S:1:pos:R:3 method="wB97M-V/def2-TZVPD" e_lumo_ev="2.58 / 2.52" de_lowest_kj_mol=0.0 s_squared=0.750 orbital_gap_ev="1.82 / 9.74" total_charge=-1 spin_multiplicity=2 largest_force_ha_per_bohr=0.0466
C -4.127 9.715 -7.477
C -4.010 10.655 -6.269
C -4.032 12.062 -6.903
O -5.134 10.508 -5.394
H -3.315 9.853 -8.190
H -4.954 9.804 -8.181
H -4.134 8.662 -7.198
H -3.083 10.330 -5.795
H -4.987 12.091 -7.428
H -3.277 12.205 -7.677
H -3.925 12.876 -6.187
H -5.916 10.532 -5.950
C -6.308 7.427 -4.705
C -4.824 7.384 -4.175
C -4.683 7.348 -2.630
O -4.280 6.163 -4.660
H -6.788 8.309 -4.280
H -6.958 6.636 -4.329
H -6.518 7.468 -5.773
H -4.215 8.183 -4.597
H -5.261 6.559 -2.147
H -4.923 8.349 -2.274
H -3.657 7.014 -2.474
H -4.523 6.048 -5.582
C -6.082 9.323 0.714
C -6.500 10.543 -0.076
C -7.979 10.737 0.048
O -5.813 11.822 0.301
H -6.513 9.249 1.713
H -4.994 9.262 0.705
H -6.448 8.426 0.215
H -6.252 10.225 -1.089
H -8.343 11.319 -0.798
H -8.238 11.171 1.014
H -8.610 9.861 -0.110
H -6.288 12.629 0.088
C -1.815 7.514 0.398
C -0.825 8.476 -0.242
C -1.324 9.002 -1.603
O -1.041 8.085 -2.607
C -1.465 8.285 -3.907
N -0.681 9.493 0.742
H -1.346 7.123 1.301
H -2.146 6.719 -0.271
H -2.623 8.161 0.737
H 0.150 7.996 -0.322
H -0.749 9.903 -1.817
H -2.393 9.217 -1.601
H -1.675 7.296 -4.315
H -0.578 8.564 -4.477
H -2.243 9.000 -4.172
H -1.519 9.658 1.281
H -0.047 9.121 1.435
C -4.112 1.615 -7.696
C -3.981 3.153 -8.011
C -4.462 4.073 -6.847
O -4.565 5.439 -7.170
C -5.590 5.811 -8.140
N -2.632 3.348 -8.550
H -3.792 1.088 -8.595
H -5.148 1.378 -7.453
H -3.451 1.214 -6.928
H -4.637 3.406 -8.844
H -3.641 4.031 -6.132
H -5.346 3.702 -6.329
H -5.433 5.430 -9.149
H -5.638 6.898 -8.214
H -6.611 5.518 -7.893
H -1.958 3.175 -7.818
H -2.619 4.342 -8.727
C -3.756 3.631 -2.602
O -4.365 2.369 -2.441
H -3.949 4.263 -1.735
H -2.690 3.647 -2.829
H -4.152 4.120 -3.492
H -5.125 2.519 -1.874
C -10.481 5.510 -4.750
O -11.081 6.049 -5.903
H -10.988 4.603 -4.420
H -9.432 5.216 -4.757
H -10.669 6.189 -3.919
H -11.931 6.472 -5.762
C -7.408 2.661 -4.761
O -8.505 2.084 -4.071
H -6.439 2.204 -4.561
H -7.711 2.676 -5.808
H -7.389 3.732 -4.558
H -8.575 1.215 -4.472



89
Properties=species:S:1:pos:R:3 method="wB97M-V/def2-TZVPD" e_lumo_ev=0.60 de_lowest_kj_mol=207.0 orbital_gap_ev=9.79 largest_force_ha_per_bohr=0.0499
C 1.078 0.029 1.221
C 0.449 -0.249 -0.172
O -0.914 0.022 -0.180
H 1.130 1.113 1.329
H 2.098 -0.332 1.093
H 0.570 -0.555 1.988
H 0.619 -1.266 -0.526
H 1.049 0.410 -0.800
H -1.177 -0.289 -1.049
C -6.139 5.576 -3.063
C -6.176 4.175 -2.409
C -5.051 3.936 -1.276
O -5.009 2.524 -1.200
C -4.079 1.954 -0.301
N -7.569 3.916 -2.095
H -6.673 5.635 -4.012
H -5.122 5.856 -3.336
H -6.418 6.348 -2.346
H -5.933 3.454 -3.189
H -5.223 4.490 -0.353
H -4.104 4.356 -1.616
H -3.065 1.990 -0.700
H -4.349 0.916 -0.104
H -4.129 2.450 0.668
H -7.801 4.461 -1.277
H -7.788 3.012 -1.699
C 2.373 -2.374 -5.148
C 1.005 -2.285 -4.420
C 0.455 -0.850 -4.294
O -0.694 -0.952 -3.377
C -1.852 -0.490 -4.047
N 0.003 -3.130 -5.148
H 2.853 -3.342 -5.286
H 3.040 -1.841 -4.470
H 2.455 -1.694 -5.996
H 0.928 -2.703 -3.417
H 0.211 -0.464 -5.283
H 1.286 -0.236 -3.946
H -1.813 0.486 -4.531
H -2.669 -0.429 -3.329
H -2.082 -1.133 -4.896
H 0.090 -3.066 -6.153
H -0.838 -2.711 -4.777
C -0.187 -0.411 7.187
C 1.011 -1.300 7.577
C 1.962 -1.616 6.323
O 1.158 -2.388 5.396
C 1.840 -2.960 4.333
N 1.689 -0.568 8.623
H -0.930 -0.385 7.984
H -0.755 -0.711 6.307
H -0.033 0.649 6.981
H 0.727 -2.220 8.089
H 2.898 -2.079 6.635
H 2.230 -0.669 5.853
H 2.765 -3.326 4.780
H 2.143 -2.206 3.607
H 1.280 -3.722 3.791
H 1.491 0.407 8.445
H 1.261 -0.773 9.515
C 5.462 -1.155 -0.127
C 5.366 -1.742 -1.517
C 4.496 -3.096 -1.510
O 3.149 -2.886 -1.044
C 2.795 -3.799 0.039
N 4.812 -0.671 -2.301
H 5.982 -0.197 -0.114
H 6.089 -1.874 0.400
H 4.574 -0.940 0.467
H 6.361 -1.908 -1.931
H 5.032 -3.833 -0.913
H 4.494 -3.559 -2.497
H 1.736 -3.706 0.280
H 3.327 -3.534 0.953
H 3.147 -4.808 -0.174
H 5.021 0.241 -1.922
H 3.829 -0.830 -2.132
C -1.881 1.252 3.128
O -0.595 1.832 3.199
H -1.934 0.320 2.565
H -2.223 1.093 4.150
H -2.558 1.983 2.684
H -0.306 1.959 2.292
C -0.175 3.093 -2.191
O -0.581 2.723 -0.881
H -0.068 2.250 -2.874
H -0.820 3.879 -2.582
H 0.762 3.649 -2.232
H -0.869 1.821 -0.721



113
Properties=species:S:1:pos:R:3 method="wB97M-V/def2-TZVPD" e_lumo_ev=0.31 de_lowest_kj_mol=123.4 orbital_gap_ev=10.56 largest_force_ha_per_bohr=0.0416
C 5.110 -17.379 16.616
O 4.177 -16.312 16.651
P 2.998 -16.137 15.593
O 2.729 -17.264 14.679
O 1.727 -15.722 16.459
C 1.829 -14.569 17.311
O 3.373 -14.749 14.874
C 4.468 -14.814 13.965
H 6.153 -17.067 16.555
H 4.964 -18.087 15.798
H 4.967 -17.941 17.540
H 2.850 -14.240 17.490
H 1.488 -14.855 18.309
H 1.157 -13.789 16.969
H 4.227 -15.310 13.026
H 5.315 -15.300 14.460
H 4.822 -13.813 13.719
C -3.732 -13.705 19.955
O -4.906 -13.087 19.424
P -4.713 -11.908 18.332
O -4.053 -10.740 18.955
O -6.148 -11.589 17.735
C -6.901 -12.583 17.042
O -3.967 -12.687 17.160
C -3.293 -11.977 16.117
H -2.910 -12.994 19.897
H -3.505 -14.639 19.442
H -3.901 -13.992 20.992
H -7.716 -12.851 17.717
H -6.350 -13.510 16.867
H -7.273 -12.292 16.062
H -3.870 -11.218 15.590
H -3.034 -12.738 15.380
H -2.348 -11.617 16.517
C 0.464 -14.623 13.162
O 0.956 -13.446 12.557
P 0.109 -12.121 12.393
O 0.792 -11.113 11.578
O -0.297 -11.750 13.871
C -0.370 -10.404 14.352
O -1.315 -12.621 11.802
C -1.352 -13.090 10.474
H -0.552 -14.869 12.836
H 0.452 -14.647 14.254
H 1.100 -15.432 12.797
H -1.385 -10.219 14.698
H -0.160 -9.720 13.529
H 0.356 -10.250 15.143
H -1.665 -14.128 10.354
H -0.377 -13.059 9.975
H -1.972 -12.470 9.828
C 1.139 -6.225 24.768
O -0.208 -6.685 24.631
P -0.568 -8.081 23.949
O -0.077 -8.171 22.562
O 0.089 -9.147 24.929
C -0.288 -9.217 26.302
O -2.105 -8.226 24.263
C -3.056 -8.044 23.207
H 1.452 -6.580 25.761
H 1.125 -5.142 24.798
H 1.849 -6.717 24.105
H 0.271 -8.533 26.940
H -0.091 -10.255 26.564
H -1.337 -9.046 26.551
H -2.882 -8.796 22.434
H -3.053 -7.035 22.808
H -4.054 -8.315 23.549
C 3.109 -7.301 21.458
O 4.106 -7.726 20.525
P 4.341 -6.729 19.255
O 4.217 -5.300 19.593
O 5.701 -7.220 18.592
C 5.922 -8.642 18.539
O 3.253 -7.309 18.208
C 1.915 -6.830 18.277
H 3.515 -7.522 22.447
H 2.213 -7.912 21.309
H 2.785 -6.262 21.439
H 6.343 -8.872 17.559
H 5.071 -9.310 18.657
H 6.701 -8.867 19.267
H 1.287 -7.548 18.809
H 1.519 -6.698 17.270
H 1.875 -5.853 18.762
C 2.279 -13.472 20.746
O 3.408 -13.570 19.876
P 4.777 -12.846 20.204
O 5.449 -13.349 21.412
O 5.648 -13.063 18.875
C 5.172 -12.551 17.632
O 4.507 -11.272 20.179
C 3.807 -10.638 21.273
H 1.814 -14.458 20.780
H 1.512 -12.804 20.360
H 2.614 -13.232 21.752
H 5.912 -11.934 17.125
H 4.240 -11.992 17.736
H 4.948 -13.398 16.976
H 2.852 -10.220 20.966
H 4.515 -9.930 21.689
H 3.584 -11.400 22.022
C -0.947 -8.967 19.584
C -1.231 -8.765 18.083
O -0.522 -9.825 17.421
S 0.253 -10.885 18.364
O 1.668 -10.788 18.242
O -0.333 -12.193 18.300
O -0.226 -10.162 19.740
H -1.877 -8.924 20.146
H -0.322 -8.155 19.955
H -0.843 -7.826 17.692
H -2.270 -8.861 17.774



87
Properties=species:S:1:pos:R:3 method="wB97M-V/def2-TZVPD" e_lumo_ev=0.37 de_lowest_kj_mol=185.5 orbital_gap_ev=9.68 largest_force_ha_per_bohr=0.0607
C 4.543 -0.432 1.932
C 3.486 -0.534 0.786
O 2.198 -0.781 1.305
H 4.559 -1.432 2.395
H 4.385 0.334 2.663
H 5.574 -0.254 1.490
H 3.808 -1.331 0.129
H 3.608 0.437 0.224
H 1.590 -0.838 0.545
C 1.818 1.813 4.821
C 2.005 2.062 3.303
O 2.948 3.113 3.186
H 2.812 1.577 5.274
H 1.102 0.985 4.865
H 1.411 2.759 5.230
H 1.048 2.367 2.823
H 2.384 1.160 2.812
H 3.211 3.278 2.270
C 4.622 4.623 -1.549
C 3.400 4.264 -0.637
O 3.861 3.483 0.451
H 4.287 5.099 -2.456
H 5.005 3.628 -1.868
H 5.398 5.151 -0.991
H 2.680 3.803 -1.342
H 2.962 5.166 -0.221
H 4.696 3.058 0.221
C 2.395 0.962 -3.732
C 0.967 1.441 -3.979
O 1.080 2.665 -4.662
H 2.357 -0.037 -3.296
H 2.813 1.614 -2.956
H 2.959 0.966 -4.670
H 0.337 1.593 -3.084
H 0.406 0.704 -4.624
H 0.272 3.189 -4.535
C -3.015 0.054 4.035
C -3.230 1.505 4.312
O -3.486 1.664 5.714
H -2.953 -0.161 2.977
H -3.881 -0.471 4.398
H -2.222 -0.387 4.601
H -4.027 1.970 3.771
H -2.341 2.107 3.912
H -2.665 1.448 6.163
C -0.132 -3.270 -3.670
C -1.223 -3.652 -2.755
O -0.925 -3.123 -1.447
H 0.823 -3.770 -3.390
H 0.049 -2.189 -3.677
H -0.427 -3.578 -4.741
H -1.351 -4.737 -2.648
H -2.182 -3.235 -3.036
H -1.219 -3.764 -0.777
C -2.869 0.032 -3.507
C -3.772 -0.833 -2.654
O -4.426 -1.821 -3.324
H -1.935 -0.440 -3.848
H -2.691 0.962 -2.966
H -3.270 0.462 -4.413
H -4.420 -0.170 -2.008
H -3.115 -1.245 -1.876
H -3.723 -2.279 -3.848
C -1.911 0.697 0.126
C -0.591 0.314 -0.656
C 0.462 1.415 -0.451
O 0.000 -0.919 -0.277
H -2.366 1.589 -0.315
H -1.645 0.843 1.159
H -2.632 -0.150 0.064
H -0.793 0.199 -1.753
H 0.077 2.406 -0.775
H 1.396 1.158 -0.997
H 0.698 1.489 0.599
H -0.146 -1.644 -0.933
C -1.418 -3.414 2.097
C -2.685 -4.069 1.464
C -3.797 -3.054 1.027
O -2.134 -4.774 0.303
H -0.707 -4.193 2.268
H -1.675 -3.020 3.089
H -0.965 -2.676 1.434
H -2.954 -4.847 2.142
H -3.339 -2.454 0.208
H -4.147 -2.356 1.789
H -4.669 -3.588 0.639
H -2.417 -5.686 0.324